# 1
{
  "formula": "C4H7NO",
  "method": "ωB97M-V/def2-TZVPD",
  "symbols": ["C", "N", "C", "C", "C", "O", "H", "H", "H", "H", "H", "H", "H"],
  "coordinates": [[2.023515, 0.186951, -0.556123], [0.708655, -0.246236, -0.972024], [-1.729429, 1.362988, 0.879979], [-0.113532, -0.621595, -0.083965], [-1.438900, -1.172920, -0.507518], [-2.124781, -1.836520, 0.232587], [2.281977, 1.107947, -1.087277], [2.748282, -0.574926, -0.865167], [2.118588, 0.346210, 0.528858], [-1.900965, 0.898179, 1.878819], [-0.981149, 2.154373, 1.113836], [0.111959, -0.646241, 0.997202], [-1.704226, -0.958213, -1.559206]],
  "forces_ev_per_angstrom": [[0.16, 0.06, 0.05], [-0.30, -0.13, 0.32], [0.25, 0.22, 0.54], [0.22, 0.06, -0.11], [-0.17, -0.22, 0.19], [0.28, 0.27, -0.32], [-0.05, -0.12, 0.09], [-0.10, 0.12, 0.02], [-0.05, -0.04, -0.15], [-0.07, -0.05, -0.34], [-0.14, -0.13, -0.23], [-0.01, 0.01, -0.16], [-0.02, -0.05, 0.11]],
  "fmax_ev_per_a": 0.634,
  "molar_mass_g_mol": 85.11,
  "e_tot_ha": -286.393514,
  "total_charge": 0,
  "e_above_lowest_kj_mol": 625.22,
  "gap_ev": [8.497, 8.520],
  "spin_multiplicity": 1
}

---

# 2
{
  "formula": "C26H61N4OSi",
  "method": "ωB97M-V/def2-TZVPD",
  "symbols": ["C", "C", "C", "N", "C", "C", "Si", "C", "C", "C", "O", "H", "H", "H", "H", "H", "H", "H", "H", "H", "H", "H", "H", "H", "H", "H", "H", "C", "C", "N", "C", "C", "C", "C", "H", "H", "H", "H", "H", "H", "H", "H", "H", "H", "H", "H", "H", "H", "H", "C", "C", "N", "C", "C", "C", "C", "H", "H", "H", "H", "H", "H", "H", "H", "H", "H", "H", "H", "H", "H", "H", "C", "C", "N", "C", "C", "C", "C", "H", "H", "H", "H", "H", "H", "H", "H", "H", "H", "H", "H", "H", "H", "H"],
  "coordinates": [[-0.604154, 3.240899, -0.132245], [-0.911707, 2.367591, -0.938782], [-1.308040, 1.066719, -1.736926], [-0.166193, 0.460613, -2.555148], [-0.015597, -0.955616, -1.993209], [-0.364331, -0.571102, -0.457599], [-0.280908, -1.991041, 0.831926], [1.371147, -2.975871, 0.617056], [-0.367241, -1.262637, 2.628401], [-1.811370, -3.141126, 0.576325], [-1.636649, 0.100129, -0.701567], [-0.579616, 3.858860, 0.812032], [-2.119537, 1.187125, -2.513306], [0.776740, 0.843907, -2.388558], [-0.454693, 0.284121, -3.530542], [-0.964111, -1.519721, -2.279117], [0.978052, -1.447550, -2.200296], [0.492211, 0.146019, -0.209558], [1.115583, -4.037343, 0.285673], [1.975045, -2.432958, -0.177011], [1.975136, -2.979398, 1.573038], [-1.370098, -1.575850, 3.053301], [0.511468, -1.717924, 3.190055], [-0.266156, -0.139471, 2.489610], [-2.660387, -2.457552, 0.269559], [-1.523775, -3.847935, -0.266245], [-2.032881, -3.727829, 1.527570], [4.564485, 6.934476, 0.659151], [3.945865, 5.546108, 0.763007], [3.570351, 4.967945, -0.522880], [2.753086, 3.768187, -0.393489], [3.393689, 2.538887, 0.254765], [4.622571, 4.899155, -1.530908], [5.886073, 4.108474, -1.185732], [3.895517, 7.627997, 0.144127], [4.751202, 7.330055, 1.660275], [5.522270, 6.918621, 0.134770], [3.047149, 5.641811, 1.381310], [4.635931, 4.894913, 1.315587], [2.368942, 3.485614, -1.381070], [1.862160, 4.029395, 0.188023], [4.083297, 2.036915, -0.424503], [2.616061, 1.810747, 0.511148], [3.925509, 2.781081, 1.176387], [4.918335, 5.920784, -1.786484], [4.202927, 4.503898, -2.462974], [6.239082, 4.305676, -0.172267], [6.692386, 4.393157, -1.868576], [5.739212, 3.034086, -1.302082], [-0.527468, -3.678777, -4.335030], [-1.402892, -3.131217, -5.455656], [-0.651951, -2.625716, -6.596785], [-1.478890, -1.874886, -7.540525], [-2.577621, -2.635680, -8.282708], [0.301578, -3.550797, -7.202210], [-0.239778, -4.875950, -7.740979], [0.182675, -2.924852, -3.984806], [-1.153759, -3.970292, -3.486947], [0.029181, -4.565428, -4.643681], [-1.992308, -2.310100, -5.030804], [-2.119933, -3.907460, -5.751078], [-0.830771, -1.386108, -8.275475], [-1.950819, -1.050287, -6.992233], [-2.170700, -3.256433, -9.080516], [-3.262110, -1.925174, -8.753788], [-3.172634, -3.265718, -7.618473], [1.078132, -3.774053, -6.463744], [0.840186, -3.037285, -8.005621], [-0.957784, -5.341417, -7.063441], [0.586279, -5.582026, -7.869175], [-0.707535, -4.757436, -8.718195], [-3.198284, -0.415847, 9.638546], [-3.078960, 0.419541, 8.369855], [-2.025858, -0.026402, 7.464795], [-1.751964, 0.923882, 6.392005], [-2.863550, 1.181053, 5.374121], [-2.074904, -1.425454, 7.058676], [-3.335460, -1.913356, 6.341102], [-2.252717, -0.441628, 10.185392], [-3.954154, 0.019710, 10.296418], [-3.507481, -1.441824, 9.426793], [-2.862397, 1.446121, 8.682080], [-4.058128, 0.445204, 7.873215], [-0.848660, 0.612074, 5.855299], [-1.486017, 1.882990, 6.850951], [-2.961558, 0.356603, 4.666903], [-2.625692, 2.073696, 4.787742], [-3.832607, 1.353841, 5.846055], [-1.927145, -2.045221, 7.948197], [-1.203804, -1.649064, 6.432211], [-4.250824, -1.541997, 6.804502], [-3.376394, -3.006740, 6.378157], [-3.338557, -1.633130, 5.286834]],
  "forces_ev_per_angstrom": [[-1.29, -1.44, 0.05], [0.39, -0.24, -0.20], [-0.45, 1.71, 1.83], [0.46, -1.97, 0.13], [-1.79, -0.65, 2.46], [1.56, -0.10, -1.86], [-0.69, -1.30, 1.69], [-0.13, 0.39, -0.53], [0.22, -0.06, -1.09], [0.68, 0.27, -0.38], [1.66, 0.55, -1.34], [0.26, -0.75, -1.92], [0.49, 0.12, 1.44], [-0.71, 0.69, -0.66], [0.65, 1.04, 0.20], [1.73, 0.38, -0.27], [-1.24, 0.76, -0.02], [-1.25, -0.32, 0.21], [0.59, 1.42, 0.39], [-0.37, -0.96, 0.83], [-0.73, -0.09, -1.13], [1.30, 0.64, -0.21], [-1.27, 0.83, -0.42], [-0.18, -1.27, 0.80], [0.65, -1.11, 0.41], [-0.75, 0.67, 0.96], [0.16, 0.80, -1.35], [0.05, 0.00, -0.08], [0.14, 0.13, -0.02], [-0.38, -0.20, -0.16], [0.02, 0.20, 0.11], [-0.04, -0.28, -0.06], [0.15, 0.25, -0.07], [0.18, -0.08, -0.18], [0.05, -0.09, -0.03], [-0.02, -0.07, -0.06], [-0.06, 0.02, 0.02], [-0.07, -0.21, -0.14], [0.05, 0.00, 0.11], [0.12, 0.14, -0.07], [0.15, 0.14, 0.03], [0.07, 0.05, 0.09], [-0.03, 0.02, 0.05], [-0.03, -0.01, -0.07], [-0.07, -0.02, 0.15], [-0.17, -0.04, 0.18], [-0.04, 0.00, -0.01], [-0.07, -0.02, 0.06], [0.05, 0.03, 0.12], [-0.01, -0.12, -0.03], [0.16, -0.17, -0.07], [0.09, 0.50, 0.03], [-0.09, 0.14, 0.03], [-0.11, 0.02, -0.19], [0.22, -0.19, 0.14], [0.12, -0.16, -0.16], [0.08, -0.08, -0.15], [0.00, -0.01, -0.06], [0.01, 0.08, 0.05], [-0.07, 0.08, -0.26], [-0.10, -0.04, 0.11], [0.10, -0.15, 0.11], [0.04, -0.10, 0.13], [-0.05, -0.04, 0.08], [0.05, -0.03, 0.04], [0.05, 0.02, -0.02], [-0.12, 0.04, 0.07], [-0.22, 0.14, 0.08], [-0.01, 0.03, -0.01], [-0.07, 0.07, 0.02], [-0.07, -0.05, 0.11], [0.01, -0.09, -0.02], [-0.03, -0.16, 0.10], [0.31, 0.16, -0.19], [0.08, 0.13, 0.17], [-0.02, 0.08, -0.28], [0.00, -0.14, 0.24], [-0.02, -0.27, -0.15], [-0.03, -0.03, -0.10], [0.04, -0.01, -0.07], [0.03, 0.04, 0.03], [0.11, -0.01, -0.25], [-0.12, 0.04, 0.03], [-0.06, -0.17, 0.10], [-0.09, -0.10, 0.13], [-0.09, 0.00, 0.05], [-0.01, -0.01, 0.04], [0.06, -0.04, -0.01], [-0.07, 0.13, 0.03], [-0.02, 0.26, 0.02], [0.04, 0.03, -0.01], [0.00, 0.08, 0.01], [-0.11, 0.06, 0.06]],
  "fmax_ev_per_a": 3.109,
  "molar_mass_g_mol": 473.89,
  "e_tot_ha": -1610.578681,
  "total_charge": 1,
  "gap_ev": 6.424,
  "spin_multiplicity": 1
}

---

# 3
{
  "formula": "C7H18ClI2OP2Ru",
  "method": "ωB97M-V/def2-TZVPD",
  "symbols": ["I", "I", "Ru", "P", "C", "C", "H", "H", "H", "C", "H", "H", "H", "H", "H", "H", "C", "O", "Cl", "C", "P", "C", "C", "H", "H", "H", "H", "H", "H", "H", "H", "H"],
  "coordinates": [[-3.932043, 0.581542, 0.399603], [-0.500360, 2.402554, -2.759203], [-0.807648, 0.722789, -0.769907], [0.947526, -0.277263, -1.844635], [0.342200, -1.003352, -3.421102], [2.530826, 0.520820, -2.304508], [1.912124, -1.358062, 0.094797], [2.371840, -2.183406, -1.435355], [0.737943, -2.431148, -0.732519], [1.550860, -1.710620, -0.880155], [3.173018, 0.600148, -1.420071], [3.048661, -0.105014, -3.044751], [1.199526, -1.350490, -4.009059], [-0.215816, -0.256547, -4.002523], [2.391932, 1.520835, -2.734657], [-0.322805, -1.847359, -3.202423], [-1.600940, -0.918342, -1.006738], [-2.015353, -2.020444, -1.110871], [0.984184, 2.109869, 0.245259], [0.594038, 0.346742, 2.829322], [-0.864002, 0.526017, 1.696723], [-1.790684, -0.846414, 2.460106], [-1.519044, 2.131051, 2.363006], [1.109320, -0.609241, 2.665992], [0.191197, 0.350150, 3.854076], [1.325806, 1.159664, 2.737431], [-2.344773, -0.456244, 3.315318], [-2.492805, -1.310900, 1.763627], [-1.071715, -1.604571, 2.787705], [-1.773000, 1.993457, 3.429367], [-0.744399, 2.902014, 2.240295], [-2.415614, 2.421766, 1.795848]],
  "forces_ev_per_angstrom": [[-0.20, 0.04, -0.65], [-0.52, 0.08, 0.31], [1.24, 3.83, 2.50], [2.41, -2.53, -1.78], [-0.45, 0.27, 0.33], [-0.16, 0.93, 0.44], [0.06, -0.17, -0.22], [-0.16, 0.18, 0.02], [0.26, 0.02, -0.01], [-0.71, 0.37, 0.45], [-0.17, 0.08, -0.12], [-0.41, -0.12, 0.15], [-0.08, 0.02, 0.21], [0.20, -0.31, 0.05], [0.12, -0.25, 0.11], [0.15, 0.12, -0.17], [-2.90, -7.06, -1.17], [1.99, 5.20, 0.52], [-0.93, -0.44, -1.35], [0.75, 0.02, -0.77], [0.91, 0.35, 2.68], [-0.54, -0.11, -0.79], [-0.33, -0.07, -0.82], [-0.15, 0.20, 0.04], [-0.16, -0.02, -0.36], [-0.33, -0.23, 0.00], [0.09, -0.04, 0.09], [-0.06, -0.29, 0.18], [-0.21, 0.06, -0.08], [0.17, -0.08, -0.44], [-0.28, -0.29, 0.14], [0.40, 0.23, 0.50]],
  "fmax_ev_per_a": 7.719,
  "molar_mass_g_mol": 570.50,
  "e_tot_ha": -2184.738039,
  "total_charge": 3,
  "e_above_lowest_kj_mol": 109.04,
  "gap_ev": [7.873, 5.487],
  "spin_multiplicity": 5,
  "s_squared": 6.055
}

---

# 4
{
  "formula": "C4H7NO",
  "method": "ωB97M-V/def2-TZVPD",
  "symbols": ["C", "C", "C", "C", "N", "O", "H", "H", "H", "H", "H", "H", "H"],
  "coordinates": [[0.488371, -0.179284, -0.627607], [-0.536465, 0.185076, 0.109431], [1.666657, 0.650254, -0.218570], [-1.815427, -0.550621, 0.208510], [1.147903, 1.359602, 0.890618], [-0.233604, 1.055934, 1.062736], [0.634390, -1.095927, -1.153834], [2.582862, 0.137898, -0.060364], [1.843917, 1.478403, -1.068398], [-1.833020, -1.499493, 0.844934], [-2.105691, -0.704024, -0.773586], [-2.490748, 0.041732, 0.747060], [1.385276, 1.049686, 1.918837]],
  "forces_ev_per_angstrom": [[1.45, -0.38, -0.25], [-0.04, -2.59, 0.45], [-0.67, 1.94, -3.22], [0.67, -0.73, 2.10], [0.64, 1.04, 5.48], [-1.39, 1.15, -0.34], [-0.50, -0.15, -0.68], [0.76, -0.53, 0.34], [0.15, -1.70, 1.52], [0.70, 1.00, -1.13], [-1.13, -0.72, -1.66], [-1.41, 1.13, 0.34], [0.77, 0.53, -2.94]],
  "fmax_ev_per_a": 5.614,
  "molar_mass_g_mol": 85.11,
  "e_tot_ha": -286.484457,
  "total_charge": 0,
  "e_above_lowest_kj_mol": 386.45,
  "gap_ev": 8.937,
  "spin_multiplicity": 1
}